# 1
The following is a DFT calculation (ωB97M-V with the def2-TZVPD basis set) of a structure of composition H26O13 at a distorted geometry.

## Properties
HOMO energy = -0.27964 Eh
multiplicity = 1

Each line ends with the Löwdin charge.
Element x y z (Å)
O 1.3011 -1.0340 1.9878  0.08
H 2.2581 -1.0285 2.0066  0.13
H 1.0457 -0.3071 2.5558  0.10
O -1.0047 -2.3103 -0.6807  -0.05
H -1.2083 -1.4872 -0.2366  -0.05
H -1.8588 -2.7028 -0.8620  0.06
O -1.6873 1.5772 0.9824  0.10
H -0.7864 1.5722 1.3058  -0.11
H -1.9706 2.4868 1.0756  0.14
O -0.2497 -0.4672 0.2523  -0.14
H 0.6819 -0.6868 0.2648  0.06
H -0.2953 0.3578 -0.2309  0.06
O -0.3959 0.0492 -2.8067  0.00
H 0.1231 0.3700 -2.0691  0.01
H -0.7930 0.8357 -3.1808  0.08
O 1.0283 1.9376 0.0784  0.16
H 0.8530 1.7092 0.9913  -0.10
H 1.9831 1.9641 0.0168  0.15
O -1.9842 0.0057 -1.3230  0.05
H -1.2138 -0.2577 -1.8262  -0.06
H -2.4607 0.5971 -1.9056  0.13
O -0.1112 2.3773 -1.4025  -0.05
H 0.5131 2.1393 -0.7171  -0.37
H -0.9700 2.2187 -1.0104  0.02
O -0.3718 -2.0855 2.0044  -0.04
H 0.4820 -1.6884 1.8324  -0.29
H -0.9980 -1.5046 1.5724  0.00
O 2.6108 -1.7117 -0.3143  0.03
H 1.8747 -2.2204 0.0258  0.09
H 3.1791 -2.3602 -0.7297  0.12
O -2.5347 -0.2310 0.5874  -0.08
H -2.3390 -0.2296 -0.3495  -0.29
H -2.1770 0.5968 0.9085  -0.25
O 1.7458 -0.5277 -1.8080  -0.06
H 2.6289 -0.2730 -2.0755  0.06
H 1.8717 -1.3236 -1.2914  -0.10
O 0.1921 1.5018 1.9742  0.12
H -0.0247 0.5712 2.0303  0.11
H 1.0623 1.5695 2.3673  0.16

Atoms 1-2, force components in eV/Å:
O 10.177 6.583 1.848
H 1.062 -0.160 -0.172

# 2
The following is a DFT calculation (ωB97M-V with the def2-TZVPD basis set) of a structure of composition C8H7I3 at a distorted geometry.

## Properties
HOMO energy = -0.30479 Eh
multiplicity = 1

Each line ends with the Löwdin charge.
Element x y z (Å)
C -1.5977 -0.9373 -1.2179  -0.30
C -2.6442 -0.8751 -0.4432  -1.27
C 2.1998 -0.0902 0.3319  -0.08
C 1.7137 0.9826 1.3701  -0.11
C -0.2699 -0.3179 -0.8908  -0.30
C 0.7305 -0.6328 0.2894  -0.19
C -0.4215 1.0206 -0.1892  -0.78
C 0.4206 0.7207 0.7959  -0.36
I -4.5201 -1.3602 -1.1696  0.81
I -1.3723 2.6759 -1.0523  0.83
I -2.5819 -0.3467 1.6108  0.88
H -1.9303 -1.2565 -2.2877  0.11
H 2.4955 0.3718 -0.6426  0.13
H 2.9041 -0.7679 0.9496  0.13
H 2.0937 0.6113 2.3395  0.12
H 2.1652 1.9557 1.1619  0.11
H 0.2628 -0.2133 -1.7839  0.12
H 0.3522 -1.5408 0.8282  0.15

Atoms 1-2, force components in eV/Å:
C -0.064 -0.659 -2.230
C -1.017 -0.081 1.550

# 3
The following is a DFT calculation (ωB97M-V with the def2-TZVPD basis set) of a cluster of 5 separate species, C12H41F2N8O7P2S2 in total at a distorted geometry.

## Properties
HOMO energy (alpha / beta) = -0.32375 / -0.32375 Eh
multiplicity = 2

Each line ends with the Löwdin charge.
Element x y z (Å)
N 2.1193 -0.3133 -0.0158  0.26
H 2.8483 -0.0823 0.6440  0.02
H 1.5664 0.5281 -0.0955  0.06
H 1.4850 -1.0881 0.1165  0.06
H 2.7512 -0.4407 -0.7934  0.02
N 3.6597 -0.6213 -2.0873  -0.32
S 3.8309 -2.2059 -2.5464  0.62
O 5.0334 -2.6441 -3.2518  -0.26
O 2.6249 -2.8943 -2.9968  -0.27
F 4.1504 -2.6548 -0.9968  -0.23
S 3.8521 -0.0773 -3.4098  0.42
O 2.8653 -0.4373 -4.4322  -0.28
O 5.2663 0.1927 -3.7694  -0.29
F 3.3163 1.3919 -3.0929  -0.21
O 3.9700 0.0482 1.7515  0.10
H 3.6002 -0.6034 2.3784  0.05
O 0.8758 2.2192 -0.1313  -0.29
P -0.0997 3.0812 -0.8268  0.69
N 0.3028 3.8113 -2.3702  -0.31
C 1.3621 4.7741 -2.4700  -0.13
C 0.2377 2.9370 -3.6037  -0.07
N -0.7399 4.4183 0.1178  -0.31
C -1.6629 5.3957 -0.3340  -0.13
C 0.0829 4.8388 1.2413  -0.14
N -1.5942 2.2249 -1.0805  -0.30
C -2.6880 2.7257 -1.9530  -0.10
C -1.9594 1.3143 -0.0185  -0.14
H 2.3569 4.3657 -2.6483  0.09
H 1.5535 5.2062 -1.4878  0.07
H 1.0131 5.5335 -3.1696  0.09
H 0.0590 3.5729 -4.4707  0.09
H -0.6391 2.2896 -3.6102  0.06
H 1.1094 2.2826 -3.6030  0.07
H -1.3068 6.4196 -0.2212  0.08
H -1.7662 5.1573 -1.3926  0.07
H -2.5755 5.3015 0.2546  0.09
H 0.8275 4.1362 1.6155  0.07
H 0.5929 5.7867 1.0700  0.07
H -0.5012 4.9875 2.1495  0.08
H -2.1443 3.2497 -2.7392  0.05
H -3.3429 2.0252 -2.4711  0.09
H -3.2602 3.4727 -1.4028  0.07
H -1.1154 0.6463 0.1531  0.06
H -2.7190 0.5737 -0.2688  0.07
H -2.2766 1.9039 0.8416  0.08
O 0.0605 -2.2473 0.1010  -0.28
P -0.6874 -2.8741 1.2235  0.60
N 0.0238 -4.2994 1.8939  -0.31
C -0.3113 -4.8060 3.1947  -0.13
C 0.7495 -5.2791 1.0688  -0.08
N -2.2480 -3.1829 0.7887  -0.32
C -3.0847 -2.3424 0.0567  -0.13
C -2.9242 -4.3134 1.3972  -0.10
N -0.7793 -1.9550 2.6514  -0.31
C -2.0167 -1.3167 3.0770  -0.11
C 0.4566 -1.3669 3.1439  -0.11
H -0.5213 -4.0181 3.9180  0.08
H 0.5705 -5.3871 3.4646  0.09
H -1.1865 -5.4484 3.0977  0.07
H 0.0778 -6.0631 0.7192  0.08
H 1.6147 -5.6625 1.6097  0.08
H 1.1101 -4.7736 0.1729  0.08
H -2.4145 -1.5303 -0.2255  0.06
H -3.4762 -2.8028 -0.8504  0.10
H -3.9315 -2.0302 0.6678  0.09
H -2.4597 -5.2708 1.1613  0.07
H -2.6758 -4.4101 2.4542  0.05
H -3.9860 -4.3834 1.1615  0.10
H -1.8452 -0.7124 3.9678  0.08
H -2.3985 -0.5852 2.3647  0.06
H -2.9117 -1.8822 3.3363  0.08
H 1.3228 -1.9207 2.7816  0.07
H 0.4432 -1.5548 4.2175  0.09
H 0.5071 -0.3300 2.8116  0.09

Atoms 1-2, force components in eV/Å:
N -0.473 0.789 0.220
H -0.319 -0.415 1.218

# 4
The following is a DFT calculation (ωB97M-V with the def2-TZVPD basis set) of a structure of composition C29H29BF4FeN6PS at a distorted geometry.

## Properties
HOMO energy (alpha / beta) = -0.28754 / -0.28720 Eh
multiplicity = 6

Each line ends with the Löwdin charge.
Element x y z (Å)
Fe 0.9473 -0.4154 -1.2948  0.73
C 3.8285 -0.4392 4.0781  -0.09
C 4.4749 -0.5725 2.7049  -0.27
N 3.8611 -1.6102 1.8944  0.00
C 2.7528 -1.4740 1.1580  -0.73
S 1.9226 0.0355 1.1206  0.79
N 2.3227 -2.5716 0.5615  0.00
N 1.2382 -2.3556 -0.2055  -0.05
C 0.5323 -3.3950 -0.4902  -0.26
C 0.8999 -4.7694 -0.0389  -0.02
C -0.6867 -3.1346 -1.2623  -0.22
C -1.6659 -4.0957 -1.4817  0.00
C -2.7921 -3.7529 -2.2122  -0.04
C -2.9056 -2.4696 -2.7187  -0.03
C -1.8895 -1.5702 -2.4486  -0.13
N -0.8230 -1.8868 -1.7182  0.03
H 4.3204 0.3499 4.6505  0.07
H 3.9086 -1.3713 4.6401  0.07
H 2.7731 -0.1829 3.9759  0.05
H 5.5294 -0.8286 2.8028  0.12
H 4.4080 0.3639 2.1542  0.08
H 4.2795 -2.5261 1.8658  0.15
H 1.9839 -4.8457 -0.0070  0.08
H 0.5023 -5.5272 -0.7115  0.07
H 0.5349 -4.9634 0.9731  0.10
H -1.5534 -5.0908 -1.0778  0.11
H -3.5647 -4.4886 -2.3953  0.11
H -3.7579 -2.1630 -3.3080  0.11
H -1.9186 -0.5653 -2.8378  0.07
N 1.7341 1.7411 -1.2916  -0.02
C 0.9757 2.8780 -0.8356  -0.28
C 1.5236 4.1568 -0.8704  0.00
C 0.7722 5.2407 -0.4552  -0.06
C -0.5395 5.0647 -0.0201  -0.07
C -1.0869 3.7963 0.0135  -0.08
C -0.3225 2.6952 -0.3770  -0.31
P -0.9421 1.0050 -0.3240  1.07
C -1.1540 0.6098 1.4371  -0.42
C -1.5205 -0.7034 1.7397  -0.13
C -1.6169 -1.1179 3.0555  -0.07
C -1.3353 -0.2250 4.0837  -0.08
C -0.9671 1.0767 3.7878  -0.07
C -0.8762 1.4974 2.4663  -0.10
C -2.6502 1.1784 -0.9314  -0.36
C -3.7744 0.8635 -0.1775  -0.07
C -5.0434 1.0401 -0.7193  -0.07
C -5.1928 1.5298 -2.0071  -0.08
C -4.0700 1.8357 -2.7689  -0.07
C -2.8053 1.6573 -2.2363  -0.11
H 2.5637 1.6041 -0.7131  0.04
H 2.0883 1.8956 -2.2343  0.10
H 2.5390 4.2877 -1.2247  0.13
H 1.2061 6.2318 -0.4765  0.11
H -1.1288 5.9182 0.2882  0.11
H -2.1097 3.6500 0.3408  0.12
H -1.7117 -1.4069 0.9352  0.10
H -1.8950 -2.1391 3.2825  0.11
H -1.3960 -0.5498 5.1143  0.10
H -0.7361 1.7694 4.5870  0.11
H -0.5693 2.5114 2.2476  0.10
H -3.6687 0.4922 0.8328  0.10
H -5.9153 0.7979 -0.1254  0.11
H -6.1830 1.6747 -2.4197  0.10
H -4.1810 2.2107 -3.7780  0.11
H -1.9290 1.8873 -2.8357  0.11
F 4.7874 0.0985 -0.3186  0.14
B 4.3805 -0.1012 -1.6244  -1.21
F 4.2322 1.1240 -2.2873  0.12
F 5.1676 -0.9914 -2.3042  0.17
F 2.9972 -0.6951 -1.5894  -0.05
N 0.2566 0.3091 -4.3298  0.00
C 0.6336 -0.0829 -3.3084  -0.33

Atoms 1-2, force components in eV/Å:
Fe 0.411 -0.489 1.052
C 0.025 0.018 0.001

# 5
The following is a DFT calculation (ωB97M-V with the def2-TZVPD basis set) of the molecule C4H10N2O at a distorted geometry.

## Properties
SMILES = NC[C@@H](N)CC=O
HOMO energy = -0.33465 Eh
multiplicity = 1

Each line ends with the Löwdin charge.
Element x y z (Å)
N 1.2452 0.2778 -0.7244  0.03
C -0.0002 0.1712 0.1475  -0.42
C -1.2532 -0.0217 -0.6963  -0.13
C -1.7512 1.2580 -1.3930  -0.24
O -2.3164 1.1756 -2.4540  0.06
C 0.2795 -0.9150 1.1757  -0.25
N 1.5513 -0.5210 1.9041  -0.02
H 1.1889 1.2534 -1.0045  0.07
H 1.2016 -0.2787 -1.5715  0.08
H -0.0144 1.0868 0.7512  0.14
H -2.0752 -0.1177 0.0638  0.13
H -1.0831 -1.0584 -1.0342  0.13
H -1.0367 2.0851 -1.1835  0.13
H -0.5598 -1.0678 1.8564  0.11
H 0.5427 -1.8688 0.6971  0.11
H 2.0495 -0.1971 1.0768  0.03
H 2.0316 -1.2617 2.3887  0.05

Atoms 1-2, force components in eV/Å:
N -1.179 1.079 0.729
C 1.406 0.063 -0.251

# 6
The following is a DFT calculation (ωB97M-V with the def2-TZVPD basis set) of the ion C7H16BN4O4S with charge +1.

## Properties
SMILES = [H]/N=C/C[N+]1=C(NO)N[C@@](O)(B(O)CC)O[C@@H]1S
HOMO energy = -0.46798 Eh
multiplicity = 1
total charge = +1

Each line ends with the Löwdin charge.
Element x y z (Å)
C 1.6553 3.4151 0.8182  -0.10
C 1.7220 3.2664 -0.7101  -0.13
B 1.5722 1.8299 -1.3036  -0.36
O 2.0011 1.5004 -2.5535  0.18
C 0.8828 0.5943 -0.5134  -0.44
O 1.4348 0.3049 0.7479  0.03
N 0.9669 -0.6864 -1.2899  0.17
C 0.3134 -1.6451 -0.4952  -0.27
N 0.9181 -2.8007 -0.4357  0.10
O 0.5057 -3.8505 0.3305  0.07
N -0.8156 -1.4267 0.2199  -0.01
C -1.9758 -2.2988 -0.1410  -0.11
C -2.9690 -2.3849 0.9869  -0.25
N -4.1410 -1.9789 0.7739  0.14
C -1.2236 -0.0099 0.4137  -0.59
S -1.2108 0.3150 2.2020  0.86
O -0.4793 0.8945 -0.3646  -0.01
H 1.8605 4.4427 1.1176  0.08
H 0.6883 3.1083 1.2211  0.07
H 2.4072 2.7867 1.3023  0.07
H 0.9707 3.9242 -1.1677  0.12
H 2.6908 3.6471 -1.0594  0.12
H 1.9877 2.2583 -3.1539  0.13
H 2.3876 0.1624 0.6536  0.14
H 0.3761 -0.5440 -2.1127  0.17
H 1.7592 -2.9626 -0.9772  0.20
H 0.3614 -3.4903 1.2251  0.15
H -2.4881 -1.8858 -1.0151  0.14
H -1.6218 -3.2991 -0.3915  0.12
H -2.6319 -2.8085 1.9372  0.12
H -4.7395 -2.1061 1.5887  0.07
H -2.2577 0.0876 0.0843  0.12
H -2.0723 1.3364 2.1202  -0.10

Atoms 1-2, force components in eV/Å:
C 0.119 -0.165 0.019
C 0.017 0.051 0.290

# 7
The following is a DFT calculation (ωB97M-V with the def2-TZVPD basis set) of a structure of composition C22H22AsN5O2RhS4.

## Properties
HOMO energy (alpha / beta) = -0.12629 / -0.18689 Eh
multiplicity = 5
total charge = -1

Each line ends with the Löwdin charge.
Element x y z (Å)
Rh -1.2089 0.8319 0.6426  0.80
S -2.2787 5.4354 -0.2539  0.00
As -3.0654 3.5434 0.2601  -0.61
S -1.8845 2.6049 1.8960  0.16
S -3.2212 2.0661 -1.2431  0.00
S -4.9192 4.2212 1.0514  -0.02
C 4.3137 2.3355 1.7848  -0.09
C 3.1849 2.9622 1.2845  -0.07
C 1.9549 2.3152 1.2937  -0.03
C 1.8728 1.0419 1.8302  -0.22
C 2.9965 0.4012 2.3367  -0.04
C 4.2170 1.0497 2.3092  -0.09
N 0.5763 0.3903 1.8385  -0.02
N 0.4210 -0.4334 2.7744  0.10
C -0.8955 -0.9355 2.8479  -0.28
C -1.1650 -1.8924 3.8299  -0.04
C -2.4649 -2.2999 4.0322  -0.10
C -3.4863 -1.7176 3.2745  -0.09
C -3.2097 -0.7752 2.3010  -0.13
C -1.8954 -0.3835 2.0405  -0.28
H 5.2708 2.8397 1.7592  0.10
H 3.2493 3.9599 0.8711  0.11
H 1.0743 2.7907 0.8872  0.08
H 2.9045 -0.5996 2.7347  0.10
H 5.0970 0.5485 2.6907  0.10
H -0.3480 -2.2817 4.4227  0.11
H -2.6971 -3.0395 4.7867  0.09
H -4.5151 -2.0010 3.4620  0.10
H -4.0164 -0.3263 1.7343  0.10
O 0.7937 -2.3618 -2.3205  0.07
C 0.9778 -1.0584 -2.0964  -0.35
N 0.1318 -0.2745 -1.4158  0.12
C 0.6218 1.0064 -1.4488  -0.46
O 0.0074 1.9419 -0.8563  -0.19
C 1.8748 1.0060 -2.1782  -0.11
C 2.7824 2.0130 -2.5057  -0.02
C 3.9025 1.6745 -3.2361  -0.10
C 4.1215 0.3414 -3.6514  -0.11
C 3.2305 -0.6610 -3.3389  -0.03
C 2.0983 -0.3260 -2.5851  -0.12
H 2.6044 3.0332 -2.1897  0.11
H 4.6241 2.4371 -3.5001  0.09
H 5.0080 0.1078 -4.2285  0.09
H 3.4006 -1.6804 -3.6589  0.10
N -2.1055 -2.7524 -2.8575  0.00
C -2.9706 -3.0803 -1.7259  -0.26
C -2.5369 -2.3131 -0.4837  -0.26
N -2.5971 -0.8653 -0.5909  -0.07
H -2.3253 -3.3159 -3.6700  0.08
H -0.1677 -2.5198 -2.4360  0.06
H -2.2322 -1.7832 -3.1327  0.08
H -2.8676 -4.1499 -1.5275  0.11
H -4.0312 -2.8822 -1.9320  0.11
H -1.5103 -2.5853 -0.2226  0.12
H -3.1697 -2.6181 0.3533  0.10
H -3.5273 -0.4792 -0.7092  0.02
H -2.0001 -0.5070 -1.3347  0.00

Atoms 1-2, force components in eV/Å:
Rh -0.608 -0.077 -0.423
S -0.151 0.233 0.097

# 8
The following is a DFT calculation (ωB97M-V with the def2-TZVPD basis set) of the molecule C6H17N3 at a distorted geometry.

## Properties
SMILES = CN(C)N(C)C(C)(C)N
HOMO energy = -0.29359 Eh
multiplicity = 1

Each line ends with the Löwdin charge.
Element x y z (Å)
C 0.1679 1.1021 -0.2653  -0.60
C 1.2681 -1.0831 -0.5488  -0.10
C 1.6624 1.9129 0.1268  0.00
C -1.6453 -1.6388 -0.1834  -0.11
C -0.6438 -1.5710 1.9912  -0.13
C -0.0575 1.1990 -1.7738  -0.05
N 0.4935 -0.1702 0.2663  -0.09
N -0.9005 -0.8483 0.7689  -0.21
N -0.9140 1.7221 0.4116  0.07
H -0.9622 1.4462 1.3832  0.08
H -1.1350 2.6614 0.1153  0.09
H -0.0503 -0.9490 2.6612  0.08
H 1.2964 -2.0428 -0.0317  0.08
H 2.2863 -0.7102 -0.6473  0.08
H 0.8767 -1.2799 -1.5540  0.08
H 1.4921 2.3744 1.0945  0.05
H 1.8575 2.6760 -0.6224  0.05
H 2.5658 1.3176 0.1903  0.04
H -1.1361 -2.5736 -0.4740  0.08
H -2.6123 -1.9111 0.2522  0.09
H -1.8466 -1.0324 -1.0661  0.07
H -1.5924 -1.7907 2.4933  0.08
H -0.1127 -2.5248 1.8342  0.07
H 0.8076 0.8621 -2.3366  0.07
H -0.2354 2.2401 -2.0360  0.08
H -0.9305 0.6121 -2.0495  0.06

Atoms 1-2, force components in eV/Å:
C 3.350 2.487 -0.243
C -0.253 -0.165 0.015

For reference, DFT total energy by record: -27020.444, -32706.287, -85041.864, -105549.039, -9336.012, -33172.837, -141905.534, -10965.538 eV.
For reference, ΔE to the lowest compared entry with this formula, charge and spin by record: 2074.7, 380.4, 57.4, 43.1, 287.1, 14.8, 51.1, 257.5 kJ/mol.